Entry 1:
Computed, not measured: C31H80N4O11 as an isolated structure, with ωB97M-V with the def2-TZVPD basis set.

Geometry as ORCA input:
```
! RIJCOSX wB97M-V def2-TZVPD def2/J DEFGRID3
* xyz 0 1
C 39.135 14.986 29.795
O 40.023 14.021 29.244
H 38.775 14.610 30.752
H 39.585 15.979 29.825
H 38.358 15.103 29.039
H 40.338 13.398 29.902
C 41.522 11.118 27.887
O 42.011 12.430 27.755
C 42.062 13.262 28.873
C 42.144 14.667 28.212
N 43.472 14.847 27.529
C 43.480 16.053 26.734
C 44.926 16.240 26.171
O 45.323 15.124 25.445
C 44.798 15.036 24.109
H 41.959 10.708 28.798
H 41.799 10.495 27.037
H 40.437 11.026 27.943
H 42.937 12.884 29.402
H 41.186 13.031 29.479
H 42.178 15.405 29.014
H 41.344 14.773 27.481
H 43.828 14.037 27.041
H 43.360 16.954 27.335
H 42.706 16.043 25.967
H 45.613 16.262 27.018
H 45.202 17.129 25.604
H 43.736 15.265 24.019
H 44.996 13.987 23.889
H 45.339 15.539 23.306
C 36.962 20.370 28.710
O 35.777 19.679 29.135
C 35.867 18.865 30.263
C 35.107 17.586 29.909
N 35.717 16.616 29.087
C 36.484 17.058 27.894
C 36.828 15.981 26.976
O 35.611 15.421 26.463
C 35.491 13.950 26.458
H 36.913 20.585 27.643
H 37.970 19.997 28.894
H 36.795 21.299 29.255
H 35.351 19.260 31.138
H 36.892 18.644 30.559
H 34.082 17.714 29.560
H 34.801 16.990 30.768
H 35.138 15.950 28.597
H 37.339 17.678 28.166
H 35.989 17.824 27.296
H 37.347 15.231 27.573
H 37.525 16.196 26.167
H 36.477 13.604 26.150
H 34.614 13.478 26.015
H 35.357 13.504 27.444
C 42.473 12.001 22.526
O 42.278 13.378 22.207
C 40.970 13.700 21.687
C 40.657 15.247 21.899
N 40.594 15.685 23.290
C 39.291 15.376 23.795
C 39.225 15.750 25.328
O 39.736 14.873 26.338
C 39.092 14.856 27.609
H 42.498 11.277 21.711
H 41.591 11.681 23.079
H 43.383 11.883 23.114
H 40.190 13.030 22.050
H 41.027 13.548 20.609
H 39.808 15.620 21.326
H 41.557 15.654 21.439
H 41.278 15.112 23.764
H 38.981 14.344 23.633
H 38.578 15.895 23.154
H 38.167 15.915 25.533
H 39.671 16.694 25.641
H 38.151 14.306 27.636
H 39.166 15.824 28.105
H 39.838 14.312 28.189
C 47.487 16.675 28.757
O 47.626 15.645 29.691
C 46.869 14.467 29.511
C 46.373 13.897 30.892
N 45.419 14.753 31.549
C 44.252 15.131 30.723
C 43.251 15.993 31.434
O 42.210 16.448 30.571
C 41.031 15.649 30.594
H 47.382 16.277 27.747
H 48.293 17.408 28.752
H 46.594 17.160 29.152
H 47.434 13.639 29.083
H 46.070 14.558 28.775
H 47.198 13.710 31.580
H 45.901 12.949 30.637
H 45.763 15.699 31.635
H 43.778 14.226 30.345
H 44.534 15.611 29.786
H 43.768 16.908 31.723
H 42.913 15.516 32.353
H 40.454 15.921 31.478
H 41.196 14.571 30.605
H 40.359 15.903 29.774
C 40.261 10.686 31.061
C 39.769 12.090 30.999
C 38.726 12.504 32.019
O 40.788 12.941 31.113
H 41.268 10.603 30.651
H 39.846 9.875 30.464
H 40.457 10.387 32.091
H 39.298 12.297 30.038
H 38.971 12.133 33.014
H 37.744 12.130 31.728
H 38.698 13.589 32.127
H 41.365 12.596 31.798
C 36.639 13.867 31.244
C 36.037 13.694 32.599
C 36.993 13.119 33.680
O 35.623 14.897 33.245
H 37.207 14.797 31.259
H 35.790 13.925 30.563
H 37.223 13.034 30.853
H 35.083 13.200 32.416
H 36.663 13.316 34.700
H 38.042 13.416 33.649
H 36.965 12.034 33.580
H 36.396 15.360 33.578
*
```

Values from the calculation:
- HOMO-LUMO gap (eV) = 7.86

---

Entry 2:
Computed, not measured: a 12-piece molecular cluster, C31H86O26S12 overall, with ωB97M-V with the def2-TZVPD basis set.

Geometry as ORCA input:
```
! RIJCOSX wB97M-V def2-TZVPD def2/J DEFGRID3
* xyz 0 1
O -24.223 22.574 -7.012
S -23.105 22.287 -7.961
O -21.896 21.608 -7.560
O -23.713 21.606 -9.358
C -25.142 21.570 -9.527
C -25.616 20.106 -9.407
C -22.616 23.895 -8.719
H -25.489 21.916 -10.501
H -25.768 22.221 -8.916
H -25.196 19.569 -8.556
H -25.484 19.533 -10.325
H -26.696 19.976 -9.339
H -22.293 24.585 -7.939
H -23.582 24.225 -9.101
H -22.009 23.555 -9.558
O -12.936 27.788 -12.672
S -13.921 28.567 -13.415
O -15.372 28.515 -13.161
O -13.359 30.173 -13.504
C -11.952 30.361 -13.630
C -11.684 31.794 -14.086
C -13.831 28.174 -15.235
H -11.466 29.688 -14.336
H -11.516 30.242 -12.639
H -12.251 32.068 -14.975
H -10.624 32.020 -14.201
H -11.898 32.437 -13.232
H -12.780 28.274 -15.507
H -14.419 28.973 -15.686
H -14.211 27.154 -15.301
O -12.939 20.341 -13.097
S -14.067 19.501 -13.545
O -14.533 19.529 -14.991
O -13.836 17.905 -13.038
C -14.597 16.850 -13.573
C -14.352 15.627 -12.591
C -15.556 19.938 -12.399
H -14.200 16.629 -14.564
H -15.646 17.096 -13.736
H -14.795 14.667 -12.852
H -14.812 15.813 -11.620
H -13.294 15.390 -12.483
H -16.119 20.831 -12.669
H -15.146 20.059 -11.396
H -16.282 19.125 -12.375
O -2.331 33.997 -17.790
S -3.562 33.916 -17.057
O -3.765 34.741 -15.847
O -4.820 34.179 -18.098
C -4.785 33.642 -19.390
C -5.918 32.604 -19.643
C -4.000 32.140 -16.595
H -3.817 33.199 -19.624
H -4.868 34.448 -20.119
H -6.940 32.973 -19.724
H -5.891 31.745 -18.972
H -5.883 32.322 -20.695
H -5.047 32.180 -16.298
H -3.369 31.836 -15.760
H -3.768 31.548 -17.481
O -17.628 32.442 -17.208
S -17.466 33.874 -17.192
O -17.086 34.577 -15.955
O -16.469 34.316 -18.449
C -16.521 33.487 -19.674
C -15.166 32.909 -20.164
C -19.022 34.594 -17.914
H -17.067 34.086 -20.403
H -17.173 32.622 -19.555
H -15.428 32.120 -20.869
H -14.684 32.635 -19.226
H -14.574 33.734 -20.560
H -19.684 34.346 -17.085
H -19.252 33.907 -18.729
H -18.799 35.650 -18.066
O -5.762 40.350 -9.595
S -7.097 39.902 -9.210
O -7.377 39.472 -7.832
O -8.230 40.991 -9.730
C -8.169 41.507 -11.043
C -8.786 42.941 -11.028
C -7.559 38.492 -10.456
H -8.804 40.858 -11.646
H -7.207 41.403 -11.544
H -9.715 43.125 -10.487
H -8.850 43.176 -12.090
H -8.049 43.681 -10.717
H -8.634 38.321 -10.409
H -7.098 37.598 -10.034
H -7.270 38.776 -11.468
O -18.224 27.305 -22.851
S -19.344 26.486 -23.329
O -20.507 26.165 -22.561
O -19.882 27.115 -24.766
C -18.907 27.601 -25.696
C -19.303 29.067 -25.812
C -18.660 24.821 -23.883
H -18.975 27.058 -26.638
H -17.905 27.493 -25.279
H -19.215 29.542 -24.835
H -20.277 29.334 -26.222
H -18.593 29.624 -26.423
H -17.788 24.527 -23.297
H -18.495 24.882 -24.958
H -19.397 24.055 -23.641
C -3.789 28.508 -8.466
S -5.080 29.804 -8.415
O -5.657 30.074 -9.865
C -6.442 29.036 -7.477
H -4.310 27.601 -8.773
H -3.283 28.407 -7.505
H -3.011 28.878 -9.134
H -6.785 28.081 -7.875
H -7.241 29.775 -7.523
H -6.017 28.869 -6.487
C -20.165 31.753 -10.170
S -19.606 32.785 -8.732
O -19.883 31.751 -7.679
C -17.801 32.513 -9.123
H -19.938 30.762 -9.777
H -19.735 31.952 -11.151
H -21.243 31.804 -10.325
H -17.643 31.659 -9.782
H -17.275 32.343 -8.183
H -17.360 33.330 -9.694
C -9.386 38.885 -18.920
S -8.656 40.578 -18.887
O -8.276 41.108 -17.497
C -6.927 40.027 -19.456
H -9.173 38.462 -19.902
H -10.470 38.972 -18.850
H -8.937 38.179 -18.222
H -6.444 39.410 -18.699
H -6.175 40.802 -19.603
H -6.981 39.597 -20.456
C -7.346 24.781 -14.979
S -6.454 24.427 -16.593
O -6.973 25.504 -17.565
C -7.427 22.811 -16.973
H -8.367 25.039 -15.262
H -6.882 25.694 -14.607
H -7.355 24.032 -14.187
H -8.505 22.971 -16.954
H -7.219 22.031 -16.240
H -7.276 22.482 -18.001
C -22.627 24.906 -15.182
S -23.808 26.324 -15.089
O -24.203 26.538 -13.662
C -22.651 27.653 -15.584
H -22.348 24.401 -14.257
H -21.673 25.177 -15.635
H -23.085 24.077 -15.720
H -23.019 28.641 -15.309
H -22.394 27.523 -16.636
H -21.743 27.570 -14.987
*
```

Values from the calculation:
- HOMO-LUMO gap (eV) = 8.93

---

Entry 3:
Computed, not measured: a 10-piece molecular cluster, C31H87N5O13 overall, with ωB97M-V with the def2-TZVPD basis set.

Geometry as ORCA input:
```
! RIJCOSX wB97M-V def2-TZVPD def2/J DEFGRID3
* xyz 0 1
C 7.078 -1.571 -1.304
O 7.377 -0.253 -1.784
H 6.011 -1.657 -1.095
H 7.367 -2.325 -2.033
H 7.616 -1.745 -0.370
H 7.863 -0.340 -2.605
C -2.800 -6.016 0.393
O -2.633 -6.533 1.695
H -2.826 -4.923 0.384
H -2.119 -6.392 -0.377
H -3.811 -6.291 0.072
H -2.072 -5.929 2.188
C -1.212 -1.511 2.649
O 0.036 -1.899 2.111
H -1.267 -1.842 3.682
H -1.426 -0.445 2.504
H -2.049 -2.023 2.134
H 0.022 -1.678 1.158
C -5.549 -1.750 -1.132
O -4.763 -0.879 -1.946
H -6.494 -1.268 -0.856
H -5.794 -2.675 -1.651
H -4.980 -1.959 -0.232
H -5.341 -0.562 -2.645
C 5.321 2.303 -1.365
O 5.857 1.647 -0.257
H 4.707 1.631 -1.990
H 4.650 3.096 -1.047
H 6.065 2.692 -2.075
H 6.313 0.864 -0.590
C -0.774 9.395 1.210
O -0.653 8.339 2.118
C -1.877 7.714 2.488
C -2.626 7.055 1.362
N -1.992 5.794 0.974
C -2.934 4.808 0.463
C -2.161 3.584 0.010
O -1.178 3.902 -0.960
C -1.677 3.928 -2.267
H -1.144 10.310 1.712
H -1.427 9.204 0.357
H 0.230 9.648 0.869
H -2.523 8.462 2.980
H -1.614 6.948 3.214
H -2.778 7.706 0.493
H -3.624 6.792 1.728
H -1.295 5.981 0.262
H -3.577 5.224 -0.329
H -3.568 4.488 1.296
H -2.860 2.835 -0.380
H -1.614 3.231 0.885
H -1.987 2.930 -2.618
H -0.867 4.258 -2.913
H -2.557 4.578 -2.347
C 1.851 -4.303 -0.021
O 3.049 -3.573 0.147
C 3.400 -3.332 1.503
C 4.154 -2.022 1.596
N 3.697 -1.222 2.736
C 4.018 0.198 2.556
C 3.570 1.023 3.725
O 2.152 1.243 3.787
C 1.427 0.301 4.533
H 2.023 -5.377 0.118
H 1.526 -4.123 -1.048
H 1.074 -3.949 0.661
H 4.017 -4.174 1.849
H 2.507 -3.327 2.139
H 4.082 -1.517 0.623
H 5.225 -2.201 1.750
H 2.679 -1.277 2.726
H 3.596 0.583 1.615
H 5.097 0.360 2.452
H 3.999 2.028 3.702
H 3.910 0.571 4.666
H 1.421 -0.711 4.115
H 0.390 0.631 4.621
H 1.800 0.212 5.567
C -1.173 -3.965 -3.720
O -0.965 -2.959 -2.748
C -1.913 -2.895 -1.704
C -1.816 -1.503 -1.097
N -0.400 -1.309 -0.760
C -0.075 0.086 -0.451
C 1.373 0.281 -0.075
O 2.304 0.386 -1.103
C 2.640 -0.746 -1.879
H -0.226 -4.156 -4.219
H -1.906 -3.657 -4.476
H -1.566 -4.882 -3.269
H -1.674 -3.647 -0.937
H -2.909 -3.166 -2.074
H -2.455 -1.534 -0.210
H -2.155 -0.782 -1.845
H 0.113 -1.677 -1.545
H -0.704 0.399 0.380
H -0.213 0.757 -1.314
H 1.707 -0.415 0.722
H 1.463 1.202 0.517
H 3.271 -0.385 -2.691
H 1.776 -1.228 -2.342
H 3.176 -1.501 -1.301
C 2.256 6.808 4.328
C 1.306 5.663 4.081
C 1.172 5.335 2.593
O 2.420 4.899 2.060
C 2.359 3.658 1.409
N 1.831 4.488 4.844
H 1.859 7.790 4.069
H 3.174 6.618 3.757
H 2.615 6.818 5.357
H 0.281 5.869 4.411
H 0.891 6.265 2.079
H 0.392 4.590 2.425
H 2.041 2.866 2.096
H 3.331 3.403 0.986
H 1.659 3.659 0.555
H 2.413 3.973 4.179
H 1.098 3.800 5.014
C -4.943 -7.962 -2.854
C -4.319 -6.686 -3.411
C -4.168 -6.838 -4.907
O -3.551 -5.655 -5.415
C -3.306 -5.731 -6.790
N -5.140 -5.531 -3.047
H -5.085 -7.884 -1.779
H -4.287 -8.815 -3.039
H -5.895 -8.167 -3.352
H -3.323 -6.622 -2.961
H -5.163 -6.902 -5.381
H -3.597 -7.729 -5.198
H -2.828 -4.792 -7.071
H -4.254 -5.796 -7.338
H -2.632 -6.553 -7.045
H -4.893 -4.751 -3.651
H -6.125 -5.717 -3.206
*
```

Values from the calculation:
- HOMO-LUMO gap (eV) = 8.72
- SMILES = COC[C@H](C)N.COC[C@H](C)N.COCCNCCOC.COCCNCCOC.COCCNCCOC.CO.CO.CO.CO.CO

---

| no. | E_LUMO (eV) | energy (Ha) |
| --- | --- | --- |
| 1 | 0.122 | -2274.6470 |
| 2 | 0.103 | -7966.6696 |
| 3 | 0.324 | -2484.9369 |